The following is a DFT calculation (ωB97M-V/def2-TZVPD) of a 4-piece molecular cluster, H6IO3 overall.

```
10
H6IO3 | OMol25 | ωB97M-V/def2-TZVPD
I 1.32 0.01 -1.47
O -2.31 0.48 -1.34
O 0.60 -2.95 0.54
O 1.37 2.76 1.01
H -0.14 -2.69 1.09
H -2.63 -0.07 -0.63
H -1.36 0.24 -1.42
H 0.94 2.44 1.81
H 1.47 1.95 0.47
H 0.73 -2.18 -0.06
```

Summary:
* gap between HOMO and LUMO: 7.936 eV
* charge: -1
* energy above the lowest of the compared OMol25 structures with the same formula, charge and spin: 14.5 kJ/mol
* highest occupied orbital energy: -0.16327 Ha
* spin multiplicity: 1


The following is a DFT calculation (ωB97M-V/def2-TZVPD) of C25H20N7O8S2Ti as an isolated structure at a distorted geometry.

```
63
C25H20N7O8S2Ti | OMol25 | ωB97M-V/def2-TZVPD
Ti 0.19 -0.23 0.66
S -0.20 -5.27 2.02
S -1.97 -2.78 1.90
O -1.34 0.38 1.60
O -0.04 1.27 -0.55
O -2.59 6.92 -0.87
O -3.49 6.22 0.96
O 3.35 -3.80 -5.09
O 2.05 -0.46 0.00
O -0.32 -1.58 -0.55
O 5.15 -2.64 -4.90
N 0.78 -1.61 2.35
N 0.69 -2.96 2.43
N -2.76 6.06 -0.01
N 1.35 1.07 2.10
N 4.03 -2.96 -4.53
N -3.04 0.33 -1.06
N -3.17 -1.00 -1.09
C -4.23 -1.40 -1.82
C -0.47 -3.50 2.11
C -1.89 1.55 1.62
C 1.97 0.35 3.04
C -1.25 4.60 -1.26
C -4.03 0.79 -1.80
C 2.96 0.89 3.85
C 0.30 -2.17 -1.51
C -1.81 -5.91 1.55
C 3.77 -0.75 -1.56
C 1.65 -1.92 -1.85
C 1.69 2.35 1.93
C 4.29 -1.36 -2.67
C 2.47 -1.02 -1.09
C -2.08 4.79 -0.16
C 3.49 -2.28 -3.36
C 3.30 2.22 3.68
C -0.73 2.37 -0.43
C -2.28 3.81 0.79
C -1.62 2.57 0.68
C -4.82 -0.26 -2.31
C 2.66 2.96 2.71
C 2.20 -2.57 -2.97
C -0.59 3.39 -1.38
C 1.61 -1.06 3.16
H -1.13 5.38 -2.00
H 1.61 -3.27 -3.54
H -2.59 -5.35 2.05
H -1.97 -5.85 0.47
H 5.29 -1.15 -3.02
H 2.90 4.00 2.53
H 3.46 0.27 4.59
H -0.29 -2.88 -2.09
H 1.18 2.88 1.14
H -2.53 -1.56 -0.54
H -4.13 1.86 -1.94
H 4.36 -0.04 -0.99
H -2.95 3.99 1.62
H -5.69 -0.19 -2.95
H 0.06 3.19 -2.23
H 4.07 2.66 4.30
H -1.83 -6.95 1.86
H 2.09 -1.67 3.92
H -4.48 -2.44 -1.93
H -2.62 1.73 2.41
```

Summary:
* gap between HOMO and LUMO (spin up / spin down): 4.740 / 6.892 eV
* charge: -1
* energy above the lowest of the compared OMol25 structures with the same formula, charge and spin: 35.6 kJ/mol
* highest occupied orbital energy (spin up / spin down): -0.11631 / -0.19357 Ha
* spin multiplicity: 3


The following is a DFT calculation (ωB97M-V/def2-TZVPD) of a 2-piece molecular cluster, C4H11NS2 overall at a distorted geometry.

```
18
C4H11NS2 | OMol25 | ωB97M-V/def2-TZVPD
S 1.47 -0.34 0.90
S 0.69 -1.61 2.28
N -1.58 2.53 -1.89
C -0.95 1.27 -2.03
C 0.44 1.11 1.23
C 1.77 -3.11 2.08
C -1.46 0.03 -2.02
H 0.67 1.50 2.21
H 2.82 -2.77 2.20
H -0.83 -0.80 -2.34
H -2.60 2.51 -1.88
H -2.46 -0.24 -1.68
H 1.62 -3.63 1.14
H 0.13 1.41 -2.14
H -1.21 3.23 -2.54
H -0.60 0.87 1.13
H 1.44 -3.82 2.90
H 0.66 1.85 0.43
```

Summary:
* gap between HOMO and LUMO (spin up / spin down): 7.211 / 3.973 eV
* charge: +1
* energy above the lowest of the compared OMol25 structures with the same formula, charge and spin: 41.8 kJ/mol
* highest occupied orbital energy (spin up / spin down): -0.42104 / -0.41917 Ha
* spin multiplicity: 2


The following is a DFT calculation (ωB97M-V/def2-TZVPD) of a 2-piece molecular cluster, CH3N5O4 overall at a distorted geometry.

```
13
CH3N5O4 | OMol25 | ωB97M-V/def2-TZVPD
O -3.91 -0.64 0.03
O -3.93 -3.58 1.21
O -2.69 -3.81 -0.50
O -2.04 0.07 0.66
N -3.07 -3.22 0.46
N 0.57 -0.74 0.37
N 1.76 0.35 -1.41
N -2.87 -0.94 0.49
N -2.39 -2.05 0.75
C 1.25 -0.30 -0.53
H 1.03 -1.42 1.07
H 1.80 0.22 -2.37
H -1.07 -0.28 0.66
```

Summary:
* gap between HOMO and LUMO: 10.814 eV
* energy above the lowest of the compared OMol25 structures with the same formula, charge and spin: 22.3 kJ/mol
* SMILES string: O=[N+]([O-])/N=[N+](\[O-])O.N=C=N
* highest occupied orbital energy: -0.39285 Ha
* spin multiplicity: 1


The following is a DFT calculation (ωB97M-V/def2-TZVPD) of C50H74IrN2OP3Si as an isolated structure at a distorted geometry.

```
132
C50H74IrN2OP3Si | OMol25 | ωB97M-V/def2-TZVPD
Ir 0.13 0.43 0.05
P 0.76 -1.99 -0.63
P 0.40 0.36 2.49
P 1.28 2.90 -1.31
Si 2.53 0.45 -0.01
O -3.43 -1.72 0.35
N -1.94 1.57 -0.22
N -4.21 2.71 -0.28
C -2.76 1.01 -1.32
C 1.20 -3.34 0.60
C 2.87 -0.56 1.58
C 2.28 -1.24 3.82
C -5.62 -1.70 1.29
C -1.78 3.03 -0.42
C 2.69 -2.78 -2.55
C -3.60 -4.46 -0.33
C -0.95 -0.54 3.41
C 0.81 1.87 3.47
C 4.29 -0.57 -2.07
C -0.71 -1.27 -2.75
C -2.67 1.36 1.06
C 0.61 4.63 -0.97
C 1.25 5.20 0.29
C 3.10 -0.73 -1.36
C -3.74 -5.74 -0.83
C 2.08 2.52 2.92
C 3.89 -2.63 -3.24
C -4.71 -3.67 -0.05
C 2.45 -4.16 0.25
C 3.60 1.98 -0.19
C -4.20 1.62 -1.24
C -5.98 -4.18 -0.31
C 1.97 -0.56 2.64
C 5.23 4.06 -1.02
C 0.65 5.63 -2.13
C 3.90 4.03 -1.41
C 5.75 3.07 -0.19
C -5.01 -6.24 -1.09
C -0.34 2.88 3.49
C -0.45 -3.79 -2.60
C 2.29 -1.83 -1.62
C -0.23 2.48 -3.61
C 4.04 -1.30 1.69
C -0.58 -2.48 -1.82
C 4.69 -1.52 -3.00
C -0.94 -0.52 4.94
C 0.02 -4.27 0.90
C 4.33 -2.01 2.85
C -3.18 3.68 -0.62
C 3.46 -1.96 3.93
C 1.21 2.71 -3.16
C 4.93 2.02 0.21
C 2.11 1.56 -3.62
C -4.49 -2.32 0.50
C 3.07 2.99 -0.97
C -3.98 2.20 1.06
C -6.13 -5.45 -0.84
C -1.05 -1.95 2.83
H -4.91 0.86 -0.91
H -0.88 0.49 5.34
H -0.28 2.46 -4.70
H 2.28 5.50 0.12
H 0.10 -1.27 -3.48
H 0.70 6.07 0.63
H -6.36 -1.29 0.60
H 2.07 1.49 -4.71
H 3.33 -3.53 0.14
H 2.64 -4.85 1.07
H -0.65 -0.33 -2.18
H -6.11 -2.45 1.91
H -5.13 -7.24 -1.48
H -1.44 -4.09 -2.95
H 4.73 -1.34 0.86
H 5.62 -1.40 -3.54
H 3.14 1.73 -3.32
H 6.78 3.10 0.13
H 2.31 -4.74 -0.66
H -0.19 -2.55 3.12
H -4.83 1.58 1.36
H -0.90 3.27 -3.26
H -0.06 -4.60 -2.00
H -5.24 -0.89 1.92
H -2.02 1.68 1.88
H -0.09 3.71 4.15
H -0.12 -5.01 0.11
H -2.87 -6.35 -1.03
H -1.85 0.01 3.10
H -4.51 1.99 -2.21
H -2.81 -0.07 -1.19
H -1.16 3.21 -1.29
H 2.94 1.85 2.98
H -1.28 3.44 0.46
H -0.59 1.51 -3.25
H -0.50 3.29 2.49
H -2.61 -4.07 -0.11
H -1.10 -1.91 1.74
H 0.22 -4.82 1.82
H -0.14 -1.12 5.37
H 1.01 1.51 4.49
H -2.89 0.30 1.15
H -1.95 -2.44 3.20
H -0.45 4.46 -0.74
H 1.59 3.64 -3.59
H -1.47 -2.54 -1.18
H -1.66 -1.28 -3.29
H -1.88 -0.95 5.28
H 1.94 2.79 1.87
H 5.87 4.85 -1.38
H -6.86 -3.58 -0.14
H 2.32 3.42 3.48
H 4.19 -3.39 -3.95
H 5.33 1.23 0.84
H 3.52 4.80 -2.06
H 5.24 -2.59 2.92
H -3.30 4.56 0.02
H -0.91 -3.72 1.03
H -7.12 -5.84 -1.05
H 1.25 4.46 1.10
H 0.05 5.30 -2.98
H 1.62 -1.19 4.67
H -1.27 2.43 3.85
H -2.29 1.25 -2.27
H 0.25 6.58 -1.79
H 4.92 0.29 -1.89
H -3.33 3.99 -1.65
H -3.91 3.04 1.75
H 1.43 -2.77 1.50
H 3.70 -2.47 4.85
H 1.67 5.82 -2.48
H 1.77 0.61 -3.19
H 2.08 -3.65 -2.75
H 0.17 -3.66 -3.48
```

Summary:
* gap between HOMO and LUMO (spin up / spin down): 6.159 / 6.152 eV
* charge: +2
* highest occupied orbital energy (spin up / spin down): -0.46590 / -0.46589 Ha
* spin multiplicity: 1


The following is a DFT calculation (ωB97M-V/def2-TZVPD) of a 6-piece molecular cluster, C6H27N2O5 overall at a distorted geometry.

```
40
C6H27N2O5 | OMol25 | ωB97M-V/def2-TZVPD
O 1.89 2.95 -0.69
O 1.54 -1.24 -2.85
O -1.33 -0.95 -3.89
O -0.63 -3.04 -0.11
O -2.11 0.61 -1.91
N -0.61 1.79 0.85
N 0.32 -1.00 1.28
C -1.94 1.34 1.53
C 0.49 -0.01 2.36
C 1.54 -1.09 0.39
C 2.69 -1.92 1.03
C -3.25 1.69 0.84
C 0.53 1.42 1.66
H -1.98 -1.62 -3.66
H 2.51 2.44 -1.32
H 1.45 -0.23 2.82
H -1.82 0.00 -2.63
H 1.83 0.05 0.22
H 2.55 -3.06 0.91
H -0.96 -3.15 -0.96
H -0.56 -1.42 -3.84
H -1.77 0.21 1.66
H 2.44 3.75 -0.68
H 3.55 -1.65 0.39
H 2.36 -0.72 -2.50
H -3.62 2.49 1.38
H 0.00 -1.92 1.60
H 0.69 2.15 2.53
H 1.42 1.56 0.94
H -2.46 1.28 -2.46
H -3.30 1.78 -0.25
H -1.91 1.66 2.63
H 0.17 -3.71 -0.05
H 3.10 -1.67 1.93
H -4.11 0.88 1.09
H -0.57 2.67 0.65
H 1.86 -2.09 -3.07
H -0.56 -0.06 2.87
H 1.24 -1.43 -0.67
H -0.69 1.26 -0.03
```

Summary:
* gap between HOMO and LUMO (spin up / spin down): 2.730 / 8.913 eV
* energy above the lowest of the compared OMol25 structures with the same formula, charge and spin: 319.4 kJ/mol
* highest occupied orbital energy (spin up / spin down): -0.08550 / -0.31871 Ha
* spin multiplicity: 2


The following is a DFT calculation (ωB97M-V/def2-TZVPD) of a 6-piece molecular cluster, C12H18N6 overall at a distorted geometry.

```
36
C12H18N6 | OMol25 | ωB97M-V/def2-TZVPD
N -7.89 -14.23 -3.33
N -8.57 -9.06 -7.11
N -11.89 -10.13 -12.53
N -8.03 -11.21 -13.27
N -5.83 -12.31 -5.97
N -8.97 -12.57 -9.17
C -9.03 -8.08 -7.57
C -7.22 -9.95 -11.12
C -7.71 -10.71 -12.30
C -8.93 -12.40 -6.56
C -5.13 -12.94 -5.27
C -4.17 -13.77 -4.43
C -9.64 -6.88 -8.14
C -8.91 -11.82 -3.16
C -10.99 -12.49 -11.88
C -11.48 -11.19 -12.25
C -8.27 -13.16 -3.25
C -8.96 -12.49 -8.03
H -11.28 -13.08 -12.75
H -11.35 -12.87 -10.93
H -9.19 -6.77 -9.13
H -9.87 -12.37 -6.00
H -8.54 -13.37 -6.25
H -9.91 -12.38 -11.97
H -9.91 -11.94 -3.58
H -3.49 -13.04 -3.99
H -8.87 -11.63 -2.09
H -7.12 -8.88 -11.29
H -6.29 -10.43 -10.82
H -4.72 -14.36 -3.70
H -3.54 -14.43 -5.02
H -8.35 -11.08 -3.73
H -10.70 -7.03 -8.37
H -7.90 -10.05 -10.27
H -9.44 -6.05 -7.46
H -8.34 -11.56 -6.22
```

Summary:
* gap between HOMO and LUMO: 11.189 eV
* energy above the lowest of the compared OMol25 structures with the same formula, charge and spin: 75.7 kJ/mol
* SMILES string: CC#N.CC#N.CC#N.CC#N.CC#N.CC#N
* highest occupied orbital energy: -0.39487 Ha
* spin multiplicity: 1


The following is a DFT calculation (ωB97M-V/def2-TZVPD) of one molecule with the formula F2HOPS at a distorted geometry.

```
6
F2HOPS | OMol25 | ωB97M-V/def2-TZVPD
S -3.66 -0.82 -0.06
P -1.96 0.18 0.03
F -1.68 1.16 -1.26
F -1.81 1.28 1.16
O -0.33 -0.64 0.27
H 0.34 -0.23 -0.18
```

Summary:
* gap between HOMO and LUMO: 10.334 eV
* energy above the lowest of the compared OMol25 structures with the same formula, charge and spin: 126.4 kJ/mol
* SMILES string: OP(F)(F)=S
* highest occupied orbital energy: -0.38591 Ha
* spin multiplicity: 1


The following is a DFT calculation (ωB97M-V/def2-TZVPD) of a 2-piece molecular cluster, C4H12 overall.

```
16
C4H12 | OMol25 | ωB97M-V/def2-TZVPD
C 1.05 -2.63 0.33
C -1.65 1.98 0.52
C 2.23 -2.71 -0.66
C -1.62 3.35 -0.18
H -0.67 1.48 0.41
H -1.87 2.09 1.59
H -0.80 3.96 0.24
H 1.83 -2.53 -1.67
H 0.71 -1.58 0.32
H -2.42 1.34 0.06
H -1.48 3.28 -1.27
H 1.36 -2.90 1.35
H 0.20 -3.28 0.04
H 3.03 -1.98 -0.47
H -2.57 3.87 0.02
H 2.66 -3.73 -0.63
```

Summary:
* gap between HOMO and LUMO: 12.915 eV
* energy above the lowest of the compared OMol25 structures with the same formula, charge and spin: 10.3 kJ/mol
* SMILES string: CC.CC
* highest occupied orbital energy: -0.43582 Ha
* spin multiplicity: 1


The following is a DFT calculation (ωB97M-V/def2-TZVPD) of a 10-piece molecular cluster, C57H57F9N2O4P2 overall at a distorted geometry.

```
131
C57H57F9N2O4P2 | OMol25 | ωB97M-V/def2-TZVPD
P -2.35 1.10 -0.32
P 0.55 3.65 -1.81
F -3.00 -2.41 -3.88
F 1.82 -7.41 2.01
F -1.87 -5.98 1.29
F -2.46 0.25 -11.60
F 2.11 4.36 2.12
F 9.13 4.19 6.21
F 0.43 1.68 6.08
F 2.95 -1.06 2.43
F -4.20 5.69 -2.75
O -0.17 5.04 -2.06
O 1.99 4.09 -1.28
O -1.82 4.06 1.08
O 0.62 2.78 -3.00
N -1.64 2.44 -1.07
N -1.47 -0.19 -0.15
C 7.21 4.18 4.86
C -4.02 -5.58 0.45
C 1.05 -8.28 2.70
C 0.17 -0.69 -3.80
C -4.49 6.75 -4.83
C 6.44 4.80 3.88
C -2.23 5.33 0.61
C -0.86 -8.72 4.04
C 0.88 -1.43 -4.74
C -3.89 -8.01 -0.90
C -3.26 4.68 -4.65
C -1.50 -1.93 6.19
C -1.19 0.30 7.06
C 8.37 4.79 5.27
C -1.16 1.30 -8.41
C -0.50 -1.70 5.25
C 0.95 -1.79 1.42
C -5.02 -7.22 -1.01
C -0.51 -10.06 4.09
C -0.49 3.70 0.81
C -1.72 -1.05 -9.79
C -0.91 0.07 -7.81
C 1.43 -9.61 2.73
C -1.72 -2.09 -4.16
C -3.54 5.73 -6.80
C 0.18 -2.82 0.93
C -1.68 1.37 -9.69
C -1.95 0.19 -10.36
C -3.04 4.70 -6.02
C 3.22 3.85 6.03
C 3.03 2.74 5.21
C 6.84 6.01 3.34
C -1.20 -1.10 -8.50
C -1.84 -0.93 7.09
C -3.99 5.71 -4.09
C -2.82 -7.60 -0.13
C -0.34 2.81 -0.47
C -2.91 -6.39 0.53
C 0.63 -10.50 3.44
C 0.16 -0.48 5.20
C -1.04 -2.83 -5.10
C 2.66 5.31 4.20
C 0.27 -2.49 -5.39
C 1.90 -4.40 1.53
C -1.14 -1.02 -3.51
C -0.20 0.49 6.11
C 8.79 6.00 4.75
C -4.26 6.76 -6.20
C 2.48 4.19 3.41
C 8.01 6.61 3.77
C 2.66 2.91 3.89
C 3.04 5.13 5.52
C -0.08 -7.81 3.34
C 2.68 -3.36 2.02
C 2.19 -2.08 1.95
C 0.65 -4.13 0.99
C -5.09 -6.00 -0.34
H -1.87 2.32 -10.18
H -2.91 5.22 -0.26
H 2.52 6.30 3.78
H -3.49 0.87 -1.12
H -0.12 3.13 1.66
H -1.76 -8.37 4.54
H 0.91 -11.55 3.48
H -1.39 5.96 0.31
H -5.86 -7.54 -1.62
H -1.54 -3.66 -5.59
H 0.17 4.57 0.73
H -5.97 -5.38 -0.42
H 0.82 -3.06 -6.14
H -2.01 -2.88 6.22
H -1.71 -0.46 -2.78
H -0.54 -0.04 -0.53
H -2.78 5.84 1.41
H 0.05 -4.94 0.60
H -0.93 2.21 -7.87
H -1.92 -8.19 -0.03
H -1.12 4.98 -1.89
H -0.51 0.02 -6.81
H 1.91 -1.16 -4.98
H 9.71 6.45 5.10
H 2.50 2.06 3.23
H 3.51 3.71 7.06
H -2.89 3.88 -4.03
H -1.44 1.09 7.75
H 0.29 1.95 -0.21
H -0.23 -2.48 4.55
H 3.17 1.74 5.61
H -0.79 -2.60 0.50
H 2.56 3.31 -1.32
H 0.94 -0.29 4.48
H 3.18 5.99 6.16
H -3.84 -8.96 -1.42
H 5.52 4.33 3.56
H -1.52 2.22 -2.06
H -1.13 -10.76 4.64
H 2.26 -5.42 1.58
H 3.66 -3.55 2.45
H -5.06 7.54 -4.34
H -2.85 1.58 0.89
H 8.33 7.55 3.35
H 0.64 0.15 -3.31
H -0.33 -6.76 3.28
H 0.59 -0.76 1.40
H -3.36 5.75 -7.86
H 2.32 -9.93 2.21
H -2.48 3.89 -6.48
H 6.92 3.23 5.29
H -4.65 7.57 -6.80
H -1.96 -1.94 -10.34
H -2.62 -1.10 7.82
H 6.23 6.49 2.59
H -1.01 -2.06 -8.04
H -4.05 -4.64 0.98
```

Summary:
* gap between HOMO and LUMO: 9.296 eV
* SMILES string: COC[C@@H](N[PH2]=N)P(=O)(O)O.Fc1ccccc1.Fc1ccccc1.Fc1ccccc1.Fc1ccccc1.Fc1ccccc1.Fc1ccccc1.Fc1ccccc1.Fc1ccccc1.Fc1ccccc1
* highest occupied orbital energy: -0.32939 Ha
* spin multiplicity: 1


The following is a DFT calculation (ωB97M-V/def2-TZVPD) of a 2-piece molecular cluster, C9H14O overall at a distorted geometry.

```
24
C9H14O | OMol25 | ωB97M-V/def2-TZVPD
O -2.54 -2.09 -0.29
C -1.13 1.74 0.23
C 3.07 -1.61 0.33
C -2.49 1.51 0.22
C -0.22 0.71 -0.02
C -0.72 -0.55 -0.29
C -2.08 -0.80 -0.16
C -2.97 0.21 0.13
C -0.57 3.13 0.49
C 2.44 -1.69 -1.05
H 0.83 0.98 0.04
H 0.02 3.07 1.41
H 3.04 -2.29 -1.74
H 2.27 -0.71 -1.48
H -1.40 3.79 0.72
H 2.85 -2.47 0.97
H -3.92 -0.17 0.49
H -0.03 -1.38 -0.34
H -3.11 2.39 0.32
H 0.05 3.55 -0.30
H 3.01 -0.63 0.79
H -2.02 -2.70 0.25
H 1.47 -2.17 -1.00
H 4.15 -1.82 0.28
```

Summary:
* gap between HOMO and LUMO: 9.433 eV
* energy above the lowest of the compared OMol25 structures with the same formula, charge and spin: 80.0 kJ/mol
* SMILES string: Cc1ccc(O)cc1.CC
* highest occupied orbital energy: -0.31678 Ha
* spin multiplicity: 1